a | Molecular formula: CH2NO3S
Method: DFT, the ωB97M-V functional and the def2-TZVPD basis

Geometry as XYZ:
```
8
Properties=species:S:1:pos:R:3
C 0.075 0.366 -0.103
N -0.687 1.323 -0.213
O -3.252 -0.208 1.431
O -2.794 -1.185 -0.784
O -4.234 0.816 -0.596
S -3.172 0.000 -0.014
H 1.177 0.502 -0.097
H -0.228 -0.688 -0.003
```

As for the net charge: -1. The gap between HOMO and LUMO (spin up / spin down) is 6.8 / 9.0 eV. The HOMO energy (spin up / spin down) is -3.21 / -5.04 eV.

=====

b | Molecular formula: CH2NO3S
Method: DFT, the ωB97M-V functional and the def2-TZVPD basis

Geometry as XYZ:
```
8
Properties=species:S:1:pos:R:3
C -1.291 -0.026 -0.102
N -1.275 0.934 -1.114
O 2.543 0.602 0.974
O 1.519 -1.463 0.033
O -0.308 0.990 -0.016
S 1.881 -0.058 -0.185
H -2.005 0.162 0.747
H -1.064 -1.140 -0.337
```

As for the net charge: -1. The gap between HOMO and LUMO is 5.7 eV. The HOMO energy is -2.04 eV.

=====

Going by the energies, a is most stable and the next is 0.0756 hartree up.

=====

a | Molecular formula: C21H19ClN4O3
Method: DFT, the ωB97M-V functional and the def2-TZVPD basis

Geometry as XYZ:
```
48
Properties=species:S:1:pos:R:3
C 1.638 -1.277 1.276
C 2.586 -0.671 0.224
C 1.808 -0.476 -1.094
C 1.271 0.784 -1.469
N 1.418 1.889 -0.626
C 0.257 2.734 -0.500
C -0.977 1.844 -0.110
N -1.936 1.484 -0.935
O -2.918 0.903 -0.061
C -2.257 0.590 1.082
C -1.943 -0.828 1.182
C -1.881 -1.626 0.084
C -1.760 -3.004 0.095
C -1.765 -3.686 1.357
C -1.726 -5.096 1.513
N -1.646 -6.199 1.677
C -1.793 -2.909 2.491
C -1.831 -1.522 2.440
O -1.228 1.522 1.203
C 0.373 3.866 0.674
C 1.283 5.019 0.409
O 0.735 3.334 1.912
C 0.604 0.844 -2.680
C 0.377 -0.300 -3.443
C 0.871 -1.506 -3.022
C 0.589 -2.707 -3.801
N 0.163 -3.482 -4.490
C 1.622 -1.645 -1.805
Cl 2.187 -3.199 -1.280
H 2.186 -1.634 2.184
H 0.949 -0.498 1.640
H 0.936 -2.099 0.854
H 3.469 -1.326 0.073
H 3.053 0.234 0.656
H 1.798 1.560 0.254
H 0.042 3.239 -1.476
H -2.912 0.628 1.917
H -2.027 -1.148 -0.854
H -2.010 -3.645 -0.773
H -1.676 -3.587 3.406
H -1.868 -0.924 3.358
H -0.644 4.297 0.668
H 0.939 5.786 -0.263
H 2.140 4.686 -0.063
H 1.451 5.500 1.374
H 0.057 2.699 2.183
H 0.231 1.774 -3.098
H -0.236 -0.224 -4.343
```

The gap between HOMO and LUMO is 8.6 eV. The HOMO energy is -8.94 eV. As for the structure (SMILES): CCc1c(N[C@@H](C2=NO[C@@H](c3ccc(C#N)cc3)O2)[C@H](C)O)ccc(C#N)c1Cl.

=====

b | Molecular formula: C21H19ClN4O3
Method: DFT, the ωB97M-V functional and the def2-TZVPD basis

Geometry as XYZ:
```
48
Properties=species:S:1:pos:R:3
C -0.805 -4.845 0.444
C -0.826 -3.716 -0.238
C -1.946 -3.302 -1.143
O -2.426 -2.002 -0.790
C -1.787 -0.956 -1.340
O -0.912 -1.071 -2.163
C -2.234 0.345 -0.805
C -3.431 0.569 -0.246
C -4.555 -0.403 -0.098
O -3.791 1.788 0.264
C -2.876 2.797 0.283
N -3.336 3.882 0.973
C -1.651 2.699 -0.279
C -0.773 3.788 -0.250
N -0.060 4.690 -0.239
C -1.171 1.416 -0.923
C 0.099 0.955 -0.268
C 0.279 0.303 0.973
C -0.750 -0.095 1.970
N 1.558 0.060 1.182
N 2.236 0.545 0.134
C 3.634 0.429 0.094
C 4.215 -0.705 0.654
C 5.589 -0.848 0.643
C 6.387 0.133 0.076
C 5.806 1.268 -0.463
C 4.432 1.427 -0.451
C 1.378 1.090 -0.766
Cl 1.855 1.725 -2.271
H 0.024 -5.108 1.077
H -1.612 -5.557 0.388
H -0.014 -3.005 -0.173
H -2.802 -3.973 -1.055
H -1.590 -3.274 -2.182
H -4.654 -1.024 -0.983
H -5.476 0.148 0.075
H -4.372 -1.058 0.753
H -2.833 4.745 0.858
H -4.332 3.942 1.107
H -0.946 1.585 -1.986
H -0.251 -0.434 2.873
H -1.396 0.748 2.210
H -1.370 -0.904 1.583
H 3.575 -1.452 1.095
H 6.038 -1.729 1.075
H 7.460 0.016 0.063
H 6.426 2.042 -0.889
H 3.988 2.326 -0.846
```

The gap between HOMO and LUMO is 8.9 eV. The HOMO energy is -8.42 eV. As for the structure (SMILES): C=CCOC(=O)C1=C(C)OC(N)=C(C#N)[C@H]1c1c(C)nn(-c2ccccc2)c1Cl.

=====

Going by the energies, b is most stable and the next is 0.1025 hartree up.

=====

a | Molecular formula: CNO4S
Method: DFT, the ωB97M-V functional and the def2-TZVPD basis

Geometry as XYZ:
```
7
Properties=species:S:1:pos:R:3
C 1.554 0.452 0.099
N -1.260 -0.227 -0.103
O -1.314 0.379 0.939
O 1.237 1.537 0.342
O -2.128 -1.110 -0.334
O -0.361 -0.089 -0.897
S 2.270 -0.943 -0.045
```

As for the net charge: -1. The gap between HOMO and LUMO is 7.7 eV. The HOMO energy is -4.42 eV.

=====

b | Molecular formula: CNO4S
Method: DFT, the ωB97M-V functional and the def2-TZVPD basis

Geometry as XYZ:
```
7
Properties=species:S:1:pos:R:3
C 0.590 -1.449 -0.903
N -0.966 -0.213 0.117
O 0.951 -2.015 0.064
O 0.518 -1.124 -2.020
O -1.218 1.794 1.767
O 0.661 1.900 0.317
S -0.536 1.107 0.659
```

As for the net charge: -1. The gap between HOMO and LUMO is 8.6 eV. The HOMO energy is -4.81 eV.

=====

Going by the energies, b is most stable and the next is 0.0839 hartree up.

=====

a | Molecular formula: C2H8N3
Method: DFT, the ωB97M-V functional and the def2-TZVPD basis

Geometry as XYZ:
```
13
Properties=species:S:1:pos:R:3
C -0.806 -1.089 0.973
C -0.199 -0.599 -0.337
N 1.717 1.571 -0.855
N 1.233 1.073 0.254
N -1.548 -0.184 0.094
H -1.247 -2.098 1.030
H -0.402 -0.725 1.941
H -0.065 -1.157 -1.289
H 1.313 2.500 -1.040
H 2.560 1.163 -1.207
H 1.701 0.246 0.435
H -2.350 -0.737 -0.233
H -1.803 0.762 0.355
```

As for the net charge: +1. The gap between HOMO and LUMO (spin up / spin down) is 7.8 / 8.9 eV. The HOMO energy (spin up / spin down) is -11.09 / -14.64 eV. Its multiplicity is 3.

=====

b | Molecular formula: C2H8N3
Method: DFT, the ωB97M-V functional and the def2-TZVPD basis

Geometry as XYZ:
```
13
Properties=species:S:1:pos:R:3
C -1.406 -1.091 0.030
C 1.208 1.507 0.080
N -0.711 -2.016 -0.509
N -1.066 0.103 0.272
N 0.522 0.409 -0.490
H -2.355 -1.506 0.413
H 1.032 2.474 -0.387
H 1.299 1.359 1.143
H 2.165 1.227 -0.214
H -1.123 -2.996 -0.618
H -1.474 0.891 0.881
H 0.229 -1.971 -0.833
H 0.137 0.678 -1.348
```

As for the net charge: +1. The gap between HOMO and LUMO (spin up / spin down) is 8.6 / 7.8 eV. The HOMO energy (spin up / spin down) is -11.55 / -15.04 eV. Its multiplicity is 3.

=====

Going by the energies, b is most stable and the next is 0.0187 hartree up.

=====

a | Molecular formula: H3NO3PS
Method: DFT, the ωB97M-V functional and the def2-TZVPD basis

Geometry as XYZ:
```
9
Properties=species:S:1:pos:R:3
N -1.529 0.336 0.032
P -0.210 1.305 0.412
S 1.080 -0.415 0.118
O 2.406 -0.017 -0.318
O 0.255 -1.341 -1.143
O 1.021 -1.124 1.386
H -1.087 -0.493 -0.466
H -1.990 0.028 0.881
H 0.053 1.722 -0.903
```

As for the net charge: -1. The gap between HOMO and LUMO is 9.0 eV. The HOMO energy is -4.84 eV. As for the structure (SMILES): NPS(=O)(=O)[O-].

=====

b | Molecular formula: H3NO3PS
Method: DFT, the ωB97M-V functional and the def2-TZVPD basis

Geometry as XYZ:
```
9
Properties=species:S:1:pos:R:3
N 1.330 1.598 -0.861
O -2.889 -0.693 0.809
O -0.339 -1.165 -0.122
O 1.719 -0.092 0.986
P 2.348 0.459 -0.594
S 1.072 -1.404 0.236
H -1.870 -1.018 0.528
H 1.483 2.087 -1.746
H -2.855 0.229 0.765
```

As for the net charge: -1. The gap between HOMO and LUMO (spin up / spin down) is 6.8 / 6.8 eV. The HOMO energy (spin up / spin down) is -2.99 / -2.99 eV.

=====

Going by the energies, a is most stable and the next is 0.0021 hartree up.

=====

a | Molecular formula: C2H2Cl2S
Method: DFT, the ωB97M-V functional and the def2-TZVPD basis

Geometry as XYZ:
```
7
Properties=species:S:1:pos:R:3
S -1.821 1.107 -0.461
C -0.844 0.303 0.473
C 0.506 -0.233 -0.291
Cl 1.920 0.774 0.186
Cl 0.756 -1.905 0.085
H -1.091 0.040 1.413
H 0.573 -0.085 -1.406
```

The gap between HOMO and LUMO is 8.5 eV. The HOMO energy is -9.34 eV. As for the structure (SMILES): S=CC(Cl)Cl.

=====

b | Molecular formula: C2H2Cl2S
Method: DFT, the ωB97M-V functional and the def2-TZVPD basis

Geometry as XYZ:
```
7
Properties=species:S:1:pos:R:3
Cl -1.967 -0.924 0.572
C -0.184 -0.749 0.329
S 0.795 0.273 1.441
C 0.276 0.744 -0.224
Cl 1.391 0.842 -1.594
H 0.135 -1.629 -0.113
H -0.447 1.443 -0.411
```

The gap between HOMO and LUMO is 10.5 eV. The HOMO energy is -10.02 eV. As for the structure (SMILES): Cl[C@@H]1S[C@H]1Cl.

=====

Going by the energies, b is most stable and the next is 0.0074 hartree up.

=====

a | Molecular formula: C3H10NOS
Method: DFT, the ωB97M-V functional and the def2-TZVPD basis

Geometry as XYZ:
```
16
Properties=species:S:1:pos:R:3
C 1.012 2.140 2.372
C -1.085 -1.232 -1.711
C -0.988 -0.320 -0.480
N 1.130 1.289 1.435
O 0.248 -1.304 -2.223
S -0.152 -1.344 0.849
H -0.379 0.553 -0.644
H 0.805 1.718 3.354
H 1.551 3.178 2.247
H -1.385 -2.221 -1.420
H -1.645 -0.665 -2.532
H -1.910 -0.106 0.059
H 0.719 0.326 1.497
H 1.403 1.333 0.476
H 0.057 -1.409 -3.162
H 0.620 -1.935 -0.116
```

As for the net charge: +1. The gap between HOMO and LUMO is 8.2 eV. The HOMO energy is -13.53 eV.

=====

b | Molecular formula: C3H10NOS
Method: DFT, the ωB97M-V functional and the def2-TZVPD basis

Geometry as XYZ:
```
16
Properties=species:S:1:pos:R:3
N 0.989 -0.395 -0.880
C -0.297 0.101 -0.168
C -0.792 -1.025 0.753
O -0.182 -2.241 0.237
C 0.069 1.435 0.498
S 0.797 2.655 -0.598
H 0.785 -0.435 -1.884
H 1.777 0.229 -0.739
H 1.118 -1.351 -0.518
H -1.010 0.216 -0.976
H -1.863 -1.098 0.560
H -0.617 -0.978 1.824
H -0.434 -2.928 0.871
H -0.796 1.798 1.054
H 0.769 1.189 1.298
H -0.312 2.826 -1.332
```

As for the net charge: +1. The gap between HOMO and LUMO is 10.4 eV. The HOMO energy is -13.66 eV. As for the structure (SMILES): [NH3+][C@@H](CO)CS.

=====

Going by the energies, b is most stable and the next is 0.0662 hartree up.

=====

a | Molecular formula: C2H10N4O
Method: DFT, the ωB97M-V functional and the def2-TZVPD basis

Geometry as XYZ:
```
17
Properties=species:S:1:pos:R:3
C 0.373 0.203 0.274
C -2.782 -0.789 0.149
N -0.361 -0.211 -0.807
N 1.882 -0.723 -0.199
N 2.998 0.067 -0.138
N 0.631 1.573 0.338
O -1.963 0.269 -0.232
H -0.438 -1.226 -0.831
H 1.819 -1.051 -1.163
H 0.158 -0.215 1.262
H 3.124 0.396 0.816
H 2.999 0.860 -0.781
H 0.487 2.036 -0.552
H 0.153 2.046 1.091
H -3.696 -0.375 0.596
H -3.074 -1.403 -0.718
H -2.310 -1.456 0.893
```

The gap between HOMO and LUMO (spin up / spin down) is 8.6 / 8.6 eV. The HOMO energy (spin up / spin down) is -7.93 / -7.93 eV.

=====

b | Molecular formula: C2H10N4O
Method: DFT, the ωB97M-V functional and the def2-TZVPD basis

Geometry as XYZ:
```
17
Properties=species:S:1:pos:R:3
C 0.287 1.259 1.609
N 0.304 -0.020 1.561
C 1.544 -0.681 1.230
H 1.171 1.881 1.436
H -0.577 1.743 2.044
H 1.346 -1.358 0.397
H 1.878 -1.261 2.092
H 2.335 0.005 0.902
N -0.419 -1.426 -1.288
N -1.311 -0.514 -0.597
N -1.210 0.814 -0.928
O -0.964 1.057 -2.335
H -0.428 -1.193 -2.279
H -0.834 -2.347 -1.198
H -0.948 -0.544 0.478
H -0.352 1.226 -0.458
H -1.821 1.357 -2.666
```

The gap between HOMO and LUMO is 8.3 eV. The HOMO energy is -7.42 eV. As for the structure (SMILES): C=NC.NNNO.

=====

Going by the energies, a is most stable and the next is 0.0064 hartree up.